90
Properties=species:S:1:pos:R:3:forces:R:3:mulliken_charge:R:1 method="wB97M-V/def2-TZVPD" s2=0.766 spin_multiplicity=2 e_above_lowest_kj_mol=23.8 gap_ev="8.838 / 5.156" total_charge=+3
Ir -0.3349 0.3357 -0.0993 0.1 0.6 -0.1 0.686
C 3.3369 -1.4805 -0.2617 0.0 0.0 0.0 -1.187
C 2.5562 -1.3028 -1.5315 0.1 0.0 -0.1 0.441
C 2.8377 -2.0926 -2.6423 0.0 0.0 0.0 -0.644
C 2.2977 -1.7706 -3.8766 0.0 0.0 0.0 -0.595
C 1.5781 -0.5893 -4.0003 0.0 0.0 -0.1 -0.895
C 1.3192 0.1348 -2.8509 -0.1 0.1 0.2 0.198
N 1.7039 -0.2631 -1.6259 0.3 -0.2 -0.1 0.303
Sb 0.8676 2.2298 -2.8025 -0.1 0.0 0.1 0.866
C 1.5400 2.4436 -0.7091 0.1 0.0 0.0 0.303
C 2.4683 3.4534 -0.5559 0.0 0.0 0.0 -0.706
C 2.9978 3.7457 0.6983 0.0 0.0 0.0 -0.758
C 2.5676 3.0098 1.7770 0.0 0.0 0.0 -0.882
C 1.6245 2.0004 1.5971 0.0 0.0 0.1 0.893
C 1.1175 1.2331 2.7749 0.0 0.0 0.0 -0.797
N 1.1343 1.7237 0.3808 -0.1 -0.2 -0.3 0.282
C -1.1801 2.2668 -2.1484 0.1 -0.1 0.0 0.081
C -2.1522 2.8942 -2.8949 0.0 0.0 0.0 -0.766
C -3.3212 3.3181 -2.2687 0.0 0.0 0.0 -0.509
C -3.3849 3.2476 -0.8930 0.0 0.0 0.0 -1.034
C -2.3605 2.6398 -0.1735 0.0 0.0 0.0 1.013
C -2.3063 2.8178 1.3145 0.0 0.0 0.0 -0.946
N -1.3415 2.0356 -0.8216 0.0 -0.1 0.0 0.211
H 4.0300 -2.3147 -0.3486 0.0 0.0 0.0 0.446
H 2.7231 -1.6315 0.6194 -0.2 0.0 0.1 0.046
H 3.9247 -0.5771 -0.0873 0.0 0.0 0.0 0.318
H 3.5154 -2.9296 -2.5422 0.0 0.0 0.0 0.460
H 2.5044 -2.3846 -4.7433 0.0 0.0 0.0 0.491
H 1.2614 -0.2294 -4.9702 0.0 0.0 0.0 0.503
H 2.7858 4.0241 -1.4191 0.0 0.0 0.0 0.498
H 3.7238 4.5386 0.8195 0.0 0.0 0.0 0.448
H 2.9430 3.2008 2.7725 0.0 0.0 0.0 0.563
H 1.7725 1.3709 3.6320 0.0 0.0 0.0 0.606
H 1.0634 0.1767 2.5365 0.0 -0.1 0.0 -0.412
H 0.1195 1.5747 3.0572 0.0 0.0 0.0 0.182
H -1.9924 3.0799 -3.9487 0.0 0.0 0.0 0.472
H -4.1237 3.7687 -2.8372 0.0 0.0 0.0 0.463
H -4.2078 3.6914 -0.3494 0.0 0.0 0.0 0.519
H -3.2911 2.7402 1.7719 0.0 0.0 0.0 0.437
H -1.9491 3.8345 1.5007 0.0 0.0 0.0 0.387
H -1.6088 2.1460 1.8027 0.0 0.0 0.0 -0.296
C -1.7337 -6.2832 4.5955 0.0 0.0 0.0 -1.911
C -1.1790 -5.2017 3.6584 -0.1 0.0 -0.2 2.464
C -0.9474 -3.9530 4.5162 0.0 0.0 0.0 -1.716
C -2.2521 -4.9092 2.5973 0.1 0.0 0.0 -1.519
C 0.1570 -5.6834 3.0193 0.0 0.0 0.2 1.651
O 1.0780 -6.0161 4.0608 0.0 0.0 0.1 -0.677
C 0.0815 -6.9758 2.1622 0.1 0.0 -0.1 -1.776
C -0.5825 -7.0201 0.7750 0.0 0.0 -0.1 -0.509
C -1.9402 -7.6191 0.6467 0.0 -0.1 0.0 0.096
C -2.8483 -7.1089 -0.3237 0.0 0.0 0.0 -0.030
C -4.0488 -7.7067 -0.5475 0.0 0.0 0.0 -0.794
C -4.3954 -8.8648 0.2044 0.0 0.0 0.0 0.529
Cl -5.8562 -9.6172 -0.0698 0.0 0.0 0.0 -0.015
C -3.5038 -9.3953 1.1774 0.0 0.0 0.0 -0.910
C -2.3088 -8.7801 1.3853 0.0 0.0 0.0 -0.083
C 1.0513 -4.5841 2.3649 0.0 0.0 -0.1 -2.796
N 0.5487 -3.5621 1.4364 0.0 -0.1 0.0 1.215
C 0.4298 -2.2577 1.6564 0.1 0.0 0.0 -1.056
N 0.1958 -1.6314 0.5078 0.1 0.0 -0.1 0.589
C 0.1483 -2.6450 -0.4062 0.2 -0.1 0.0 -0.947
N 0.3922 -3.8157 0.1176 -0.3 -0.1 0.0 -0.769
H -2.7142 -5.9734 4.9593 0.0 0.0 0.0 0.476
H -1.1058 -6.4232 5.4764 0.0 0.0 0.0 0.519
H -1.8678 -7.2484 4.1040 0.0 0.0 0.0 0.375
H -1.8356 -3.7551 5.1172 0.0 0.0 0.0 0.557
H -0.7698 -3.0575 3.9205 0.0 0.0 -0.1 -0.013
H -0.1053 -4.0869 5.1940 0.0 0.0 0.0 0.383
H -3.0617 -4.3281 3.0436 0.0 0.0 0.0 0.578
H -2.7048 -5.8294 2.2249 0.0 0.0 0.0 0.257
H -1.8702 -4.3513 1.7394 0.0 0.0 0.0 0.050
H 0.7610 -6.7790 4.5584 0.0 0.0 0.0 0.543
H -0.3345 -7.7666 2.7867 0.0 0.1 0.1 0.813
H 1.1289 -7.2518 2.0365 0.0 0.0 -0.1 0.272
H 0.0264 -7.7007 0.1557 0.0 0.0 0.0 0.647
H -0.5313 -6.0681 0.2513 -0.1 0.1 0.0 0.127
H -2.5587 -6.2357 -0.8942 0.0 0.0 0.0 0.488
H -4.7472 -7.3384 -1.2865 0.0 0.0 0.0 0.453
H -3.7900 -10.2875 1.7179 0.0 0.0 0.0 0.459
H -1.6160 -9.1984 2.1023 0.0 0.0 0.0 0.572
H 1.8485 -5.1007 1.8330 0.0 0.0 0.0 0.409
H 1.5181 -4.0365 3.1800 -0.1 0.0 0.1 0.561
H 0.5528 -1.8053 2.6227 0.0 0.0 0.1 0.852
H -0.0299 -2.4906 -1.4580 0.0 0.0 0.0 0.650
C -2.5530 -0.2497 2.1394 -0.1 0.1 0.0 -1.155
C -1.9331 -0.1115 0.7994 -0.7 -0.4 0.3 0.978
O -2.3058 -0.6388 -0.2433 0.4 0.1 0.1 -0.526
H -3.4874 0.3138 2.1688 0.0 0.0 0.0 0.388
H -1.8911 0.1056 2.9243 0.0 0.0 0.0 0.238
H -2.8051 -1.3005 2.2921 0.0 0.0 0.0 0.321

89
Properties=species:S:1:pos:R:3:forces:R:3:mulliken_charge:R:1 method="wB97M-V/def2-TZVPD" s2=3.770 spin_multiplicity=4 e_above_lowest_kj_mol=92.4 gap_ev="7.067 / 6.046" total_charge=+2
Tc 0.9474 -0.1073 0.8037 -0.1 -0.6 0.0 -1.804
O 2.2821 1.9972 3.9993 0.0 0.0 0.0 -0.575
C 1.6173 1.5369 3.1160 -0.1 0.0 0.1 0.113
N 1.7365 0.2450 2.5747 0.2 0.1 -0.3 0.938
C 1.6157 -0.7927 3.5352 -0.1 0.0 0.1 -0.266
C 2.3438 -0.8830 4.7133 0.0 0.0 -0.1 -0.558
C 2.0476 -1.9095 5.5928 0.0 -0.1 0.0 -0.786
C 1.0368 -2.8217 5.2998 0.1 0.0 0.0 -0.728
C 0.3028 -2.7286 4.1301 0.0 0.0 -0.1 -1.285
C 0.5897 -1.6946 3.2360 0.0 0.0 0.1 0.971
N 0.0329 -1.4933 1.9551 0.0 0.1 -0.1 1.298
C -0.9139 -2.3906 1.4739 0.1 0.1 0.0 -0.522
O -1.7391 -2.9722 2.1336 0.0 -0.1 0.0 -0.639
C -0.7562 -2.6385 0.0087 -0.1 0.0 0.0 0.723
C -1.1654 -3.8346 -0.5545 -0.1 0.0 0.0 -0.669
C -0.9193 -4.0371 -1.9008 0.0 0.0 0.0 -1.102
C -0.3176 -3.0201 -2.6289 0.0 0.0 0.0 -1.206
C 0.0428 -1.8501 -1.9834 -0.1 0.0 -0.1 -0.993
N -0.1421 -1.6764 -0.6729 0.2 0.1 0.1 1.528
C 0.4233 2.2343 2.5340 0.0 0.0 0.0 0.498
C -0.0515 3.4183 3.0474 0.0 0.0 0.0 -1.218
C -1.2344 3.9300 2.5266 0.1 0.0 0.0 -1.171
C -1.8852 3.2201 1.5333 0.1 0.1 0.1 -0.612
C -1.3338 2.0413 1.0559 0.1 -0.1 0.1 0.965
N -0.1861 1.5633 1.5395 0.0 0.1 0.0 1.163
H 3.1229 -0.1661 4.9257 0.0 0.0 0.0 0.574
H 2.6075 -2.0010 6.5132 0.0 0.0 0.0 0.449
H 0.8154 -3.6174 5.9978 0.0 0.0 0.0 0.447
H -0.4897 -3.4294 3.9246 0.0 0.0 0.0 0.544
H -1.6480 -4.5743 0.0676 0.0 0.0 0.0 0.647
H -1.1933 -4.9690 -2.3777 0.0 0.0 0.0 0.527
H -0.1206 -3.1317 -3.6866 0.0 0.0 0.0 0.614
H 0.4969 -1.0223 -2.5082 0.0 0.0 0.0 0.655
H 0.4964 3.8940 3.8493 0.0 0.0 0.0 0.657
H -1.6443 4.8576 2.9024 0.0 0.0 0.0 0.510
H -2.8183 3.5676 1.1153 0.3 0.1 0.2 0.270
H -1.8076 1.4613 0.2784 0.2 0.0 0.2 -0.354
N 2.9332 -0.4532 -1.7485 -0.2 0.0 0.0 0.419
C 3.0030 -1.5999 -0.9701 0.1 0.0 0.0 0.794
C 3.6258 -2.7250 -1.5159 0.0 0.0 0.0 -1.199
C 3.7272 -3.8683 -0.7620 0.0 0.0 0.1 -0.605
C 3.2319 -3.8595 0.5414 0.0 0.0 0.0 -1.087
C 2.6178 -2.7250 0.9993 0.0 0.1 0.1 -0.116
N 2.4580 -1.6080 0.2492 -0.1 0.1 0.0 0.987
C 3.0796 0.8515 -1.2850 0.0 0.0 0.0 0.408
C 3.9051 1.7090 -2.0154 0.0 0.0 0.0 -1.098
C 4.1181 2.9880 -1.5635 0.0 0.0 0.0 -0.728
C 3.5093 3.3805 -0.3750 0.0 0.0 0.0 -1.060
C 2.6926 2.4856 0.2642 0.1 -0.1 0.1 -0.643
N 2.4405 1.2341 -0.1794 0.1 0.1 0.0 1.117
H 3.3340 -0.5825 -2.6649 0.0 0.0 0.0 0.401
H 4.0442 -2.6723 -2.5123 0.0 0.0 0.0 0.453
H 4.2105 -4.7476 -1.1660 0.0 0.0 0.0 0.488
H 3.3192 -4.7180 1.1904 0.0 0.0 0.0 0.551
H 2.2385 -2.6838 2.0084 0.0 0.0 0.0 0.255
H 4.3974 1.3428 -2.9064 0.0 0.0 0.0 0.479
H 4.7675 3.6608 -2.1069 0.0 0.0 0.0 0.482
H 3.6565 4.3650 0.0439 0.0 0.0 0.0 0.555
H 2.1955 2.7894 1.1696 0.0 0.0 0.0 0.430
C -4.5646 -2.8374 -0.7295 0.0 0.0 0.0 -1.129
O -3.7397 -1.8400 -1.3444 0.0 0.0 0.0 -0.450
C -3.8303 -0.5843 -0.8475 0.1 0.0 0.0 0.730
C -4.4853 -0.2468 0.3308 0.0 0.0 0.0 -0.629
C -4.6093 1.0871 0.6889 0.0 0.1 0.0 -1.008
C -4.0856 2.0868 -0.1178 -0.5 -0.1 -0.3 -1.015
C -3.3879 1.7549 -1.2666 -0.3 0.0 -0.2 -0.227
C -3.2408 0.4214 -1.6221 0.0 0.0 0.0 0.306
N -2.6990 0.0270 -2.8783 -0.1 -0.1 0.1 0.275
C -1.8942 0.7028 -3.6603 0.1 0.0 0.1 -0.728
C -1.0745 1.7924 -3.2927 0.2 -0.1 -0.1 0.257
C -0.9294 2.8251 -4.2573 0.0 0.0 0.0 -0.758
C -0.2875 3.9910 -3.9590 0.0 0.0 0.0 -1.122
C 0.2664 4.1390 -2.6722 0.0 0.0 0.0 -0.870
C 0.2356 3.1247 -1.7524 -0.1 0.0 0.1 -0.362
C -0.3619 1.8639 -2.0365 0.3 0.0 -0.1 0.065
O -0.1995 0.8335 -1.2951 -0.4 0.2 0.1 1.305
H -5.6035 -2.5077 -0.7007 0.0 0.0 0.0 0.483
H -4.2129 -3.0613 0.2782 0.0 0.0 0.0 0.398
H -4.4810 -3.7211 -1.3533 0.0 0.0 0.0 0.249
H -4.9219 -1.0140 0.9527 0.0 0.0 0.0 0.550
H -5.1445 1.3437 1.5931 0.0 0.0 0.0 0.459
H -4.2425 3.1270 0.1341 -0.2 -0.1 -0.2 1.154
H -2.9880 2.5314 -1.9049 0.0 0.0 0.0 0.400
H -3.1204 -0.8192 -3.2455 0.0 0.1 0.0 0.337
H -1.9159 0.3913 -4.7026 0.0 0.0 0.0 0.544
H -1.4027 2.7005 -5.2250 0.0 0.0 0.0 0.488
H -0.2217 4.7895 -4.6831 0.0 0.0 0.0 0.419
H 0.7509 5.0728 -2.4120 0.0 0.0 0.0 0.519
H 0.6949 3.2566 -0.7843 -0.1 0.0 0.0 0.473

62
Properties=species:S:1:pos:R:3:forces:R:3:mulliken_charge:R:1 method="wB97M-V/def2-TZVPD" gap_ev=8.707
C -2.8554 5.1811 1.5953 0.0 -0.1 -0.1 -0.829
N -3.6143 3.9458 1.4340 -0.1 0.1 0.0 -0.371
C -2.9245 2.9308 0.6374 0.0 0.0 0.1 -0.707
Si -1.5735 2.1446 1.6711 0.0 0.1 0.2 0.183
O -0.8663 0.8844 0.8569 0.0 0.2 -0.1 0.057
Si -0.2897 0.8037 -0.6785 0.0 0.0 -0.1 0.280
C 1.2962 -0.2036 -0.5737 0.1 -0.2 -0.1 -0.482
C 1.7762 -0.9281 -1.7924 -0.2 0.1 0.1 0.519
O 2.7420 -1.5979 -1.9271 -0.1 0.0 -0.1 -0.555
F 0.9523 -0.7325 -2.8638 0.1 0.0 0.0 -0.239
H -2.1039 5.0699 2.3762 0.1 0.0 0.0 0.195
H -2.3403 5.4898 0.6747 0.0 0.0 0.0 0.279
H -3.5291 5.9785 1.8962 0.0 0.1 0.1 0.369
H -4.5079 4.1622 1.0140 0.0 -0.1 0.0 0.265
H -3.6259 2.1245 0.4082 -0.1 0.0 0.0 0.366
H -2.5585 3.3236 -0.3260 0.1 -0.1 0.0 0.410
H -0.5186 3.1222 2.0225 0.0 0.0 0.0 -0.124
H -2.1704 1.6015 2.9065 0.0 0.0 0.0 -0.129
H -1.2802 0.1729 -1.5656 0.0 0.0 0.0 -0.094
H 0.0415 2.1617 -1.1688 0.0 0.0 0.0 -0.219
H 2.1255 0.4411 -0.2699 0.0 0.0 0.1 0.393
H 1.2018 -0.9506 0.2186 0.0 0.0 0.0 0.465
N -1.4133 -3.5451 0.7254 0.0 0.0 0.0 0.112
C -2.1513 -2.4395 1.0598 0.0 0.0 0.0 -0.465
C -3.4533 -2.8395 1.2045 0.0 0.0 0.0 -0.517
C -3.5013 -4.2368 0.9482 0.0 0.0 0.0 -0.472
C -2.2267 -4.6417 0.6552 0.0 0.0 0.0 -0.585
H -0.4281 -3.5574 0.5370 0.0 0.0 0.0 0.224
H -1.7001 -1.4674 1.1711 0.0 0.0 0.0 0.463
H -4.2803 -2.2013 1.4685 0.0 0.0 0.0 0.422
H -4.3721 -4.8703 0.9743 0.0 0.0 0.0 0.423
H -1.8356 -5.6081 0.3880 0.0 0.0 0.0 0.405
N 3.9507 0.8739 -3.6106 -0.1 0.0 0.0 0.161
C 3.2468 2.0405 -3.4879 0.0 0.0 0.0 -0.239
C 4.0321 3.0585 -3.9609 0.0 0.0 0.0 -0.644
C 5.2573 2.4792 -4.3898 0.0 0.0 0.0 -0.404
C 5.1746 1.1312 -4.1597 0.0 0.0 0.0 -0.572
H 3.6089 -0.0297 -3.3358 0.1 -0.1 -0.1 0.121
H 2.2462 2.0525 -3.0876 0.0 0.0 0.0 0.391
H 3.7583 4.0994 -4.0014 0.0 0.0 0.0 0.392
H 6.1012 2.9935 -4.8180 0.0 0.0 0.0 0.388
H 5.8819 0.3397 -4.3381 0.0 0.0 0.0 0.383
N 0.2131 2.6260 5.3892 0.0 0.0 0.0 0.042
C 0.6705 1.4970 4.7688 0.0 0.0 0.0 -0.447
C 1.9787 1.3180 5.1314 0.0 0.0 0.0 -0.606
C 2.3236 2.3848 6.0063 0.0 0.0 0.0 -0.372
C 1.2130 3.1739 6.1450 0.0 0.0 0.0 -0.528
H -0.7170 2.9928 5.3031 0.0 0.0 0.0 0.220
H 0.0271 0.9147 4.1312 0.0 0.0 0.0 0.529
H 2.6178 0.5136 4.8075 0.0 0.0 0.0 0.398
H 3.2767 2.5519 6.4794 0.0 0.0 0.0 0.392
H 1.0521 4.0718 6.7163 0.0 0.0 0.0 0.379
N 0.5280 -5.0862 -3.3367 0.0 0.0 0.0 0.034
C -0.2051 -3.9853 -2.9841 0.0 0.0 0.0 -0.528
C -1.5075 -4.3784 -2.8279 0.0 0.0 0.0 -0.347
C -1.5616 -5.7727 -3.1012 0.0 0.0 0.0 -0.536
C -0.2904 -6.1788 -3.4118 0.0 0.0 0.0 -0.499
H 1.5149 -5.0862 -3.5178 0.0 0.0 0.0 0.199
H 0.2618 -3.0217 -2.8889 0.0 0.0 0.0 0.435
H -2.3294 -3.7424 -2.5429 0.0 0.0 0.0 0.396
H -2.4350 -6.4026 -3.0740 0.0 0.0 0.0 0.412
H 0.0956 -7.1472 -3.6805 0.0 0.0 0.0 0.406